(1)
Computed, not measured: a structure of composition C61H54CaN3O5P3Si in a non-equilibrium geometry, with ωB97M-V with the def2-TZVPD basis set.

Atoms and positions in Å:
1 Ca -1.207 -0.010 -0.373
2 C 2.658 -2.233 -5.804
3 C 3.131 -0.935 -5.696
4 C 2.711 -0.122 -4.659
5 C 1.809 -0.600 -3.712
6 C 1.307 -1.888 -3.857
7 C 1.733 -2.704 -4.888
8 P 1.324 0.298 -2.181
9 C 1.900 1.991 -2.605
10 C 1.382 2.615 -3.745
11 C 1.683 3.938 -4.018
12 C 2.499 4.659 -3.159
13 C 3.010 4.050 -2.026
14 C 2.707 2.729 -1.744
15 C 2.739 -0.304 -1.154
16 C 4.012 -0.312 -1.722
17 C 5.093 -0.855 -1.054
18 C 4.898 -1.455 0.180
19 C 3.638 -1.439 0.745
20 C 2.545 -0.833 0.125
21 Si 0.919 -0.631 1.154
22 C 1.678 0.461 2.578
23 C 2.548 0.021 3.574
24 C 2.942 0.834 4.622
25 C 2.454 2.127 4.711
26 C 1.660 2.620 3.693
27 C 1.291 1.804 2.624
28 P 0.496 2.539 1.141
29 C 1.466 4.110 1.133
30 C 2.847 4.031 1.318
31 C 3.633 5.166 1.270
32 C 3.061 6.401 1.007
33 C 1.699 6.482 0.774
34 C 0.909 5.348 0.833
35 C -1.092 3.211 1.788
36 C -1.937 3.817 0.859
37 C -3.124 4.405 1.255
38 C -3.505 4.362 2.586
39 C -2.695 3.727 3.512
40 C -1.496 3.156 3.117
41 C 0.821 -2.402 1.909
42 C 0.961 -2.729 3.255
43 C 1.023 -4.043 3.686
44 C 0.939 -5.076 2.767
45 C 0.681 -4.780 1.441
46 C 0.589 -3.458 1.022
47 P 0.037 -3.070 -0.682
48 C 0.956 -4.400 -1.563
49 C 0.373 -5.512 -2.160
50 C 1.154 -6.442 -2.823
51 C 2.525 -6.272 -2.896
52 C 3.115 -5.159 -2.316
53 C 2.336 -4.228 -1.659
54 C -1.639 -3.831 -0.687
55 C -2.335 -3.774 -1.897
56 C -3.627 -4.256 -1.995
57 C -4.247 -4.809 -0.885
58 C -3.568 -4.859 0.320
59 C -2.280 -4.364 0.428
60 H 3.006 -2.869 -6.605
61 H 3.842 -0.557 -6.418
62 H 3.092 0.889 -4.594
63 H 0.572 -2.247 -3.147
64 H 1.347 -3.711 -4.969
65 H 0.736 2.054 -4.410
66 H 1.282 4.415 -4.902
67 H 2.730 5.694 -3.370
68 H 3.638 4.611 -1.351
69 H 3.103 2.263 -0.852
70 H 4.168 0.129 -2.696
71 H 6.078 -0.829 -1.499
72 H 5.724 -1.920 0.702
73 H 3.492 -1.923 1.699
74 H 2.953 -0.978 3.528
75 H 3.624 0.460 5.372
76 H 2.717 2.752 5.551
77 H 1.340 3.654 3.726
78 H 3.304 3.074 1.530
79 H 4.697 5.087 1.442
80 H 3.670 7.294 0.988
81 H 1.242 7.437 0.554
82 H -0.157 5.435 0.677
83 H -1.649 3.830 -0.181
84 H -3.754 4.904 0.533
85 H -4.429 4.826 2.898
86 H -2.994 3.684 4.551
87 H -0.870 2.669 3.850
88 H 1.034 -1.941 3.992
89 H 1.149 -4.263 4.736
90 H 1.043 -6.103 3.082
91 H 0.539 -5.582 0.727
92 H -0.695 -5.658 -2.105
93 H 0.690 -7.308 -3.276
94 H 3.132 -7.006 -3.404
95 H 4.184 -5.020 -2.376
96 H 2.790 -3.354 -1.209
97 H -1.861 -3.358 -2.776
98 H -4.154 -4.200 -2.936
99 H -5.244 -5.218 -0.959
100 H -4.047 -5.292 1.186
101 H -1.778 -4.403 1.385
102 O -1.697 -0.703 3.432
103 H -0.991 -0.057 3.327
104 H -1.268 -1.540 3.642
105 O -1.051 2.437 -1.851
106 H -1.072 1.913 -2.675
107 H -0.238 2.955 -1.896
108 O -2.371 -1.538 0.812
109 H -3.179 -1.709 0.318
110 H -2.596 -1.301 1.722
111 O -1.186 0.397 -3.754
112 C -1.844 -0.162 -2.922
113 N -2.473 -0.663 -2.072
114 N -7.990 2.158 3.160
115 C -7.775 1.504 1.994
116 O -8.675 1.043 1.330
117 C -6.332 1.380 1.610
118 C -5.325 1.207 2.554
119 C -4.025 1.031 2.111
120 N -3.684 1.024 0.829
121 C -4.640 1.195 -0.074
122 C -5.975 1.366 0.264
123 H -8.934 2.256 3.494
124 H -7.254 2.608 3.672
125 H -5.553 1.160 3.608
126 H -3.229 0.871 2.824
127 H -4.326 1.161 -1.110
128 H -6.743 1.468 -0.489

Summary:
Frontier orbital gap (eV): 6.781
Multiplicity: 1
Total charge: 0
Calculated total energy (eV): -133028.9020
HOMO (eV): -6.6
ΔE to the lowest compared entry with this formula, charge and spin (kJ/mol): 23.1

(2)
Computed, not measured: a cluster of 8 separate species, C61H60N2O3 in total in a non-equilibrium geometry, with ωB97M-V with the def2-TZVPD basis set.

Atoms and positions in Å:
1 C 4.775 -2.486 1.363
2 C 4.766 -1.684 -0.044
3 C 5.311 -2.298 -1.376
4 C 5.227 -1.434 -2.676
5 C 4.615 -0.011 -2.678
6 C 4.080 0.644 -1.350
7 C 3.454 2.143 -1.373
8 C 2.618 2.364 -0.027
9 C 3.261 3.188 1.188
10 O 4.564 3.763 1.164
11 C 2.410 3.347 2.539
12 C 0.965 2.678 2.600
13 C 0.293 1.827 1.373
14 N -0.995 1.260 1.632
15 C -1.390 0.532 0.471
16 C -2.824 -0.231 0.578
17 C -2.493 -1.815 0.694
18 O -2.948 -2.573 -0.462
19 C -1.914 -2.779 -1.396
20 O -2.136 -2.690 -2.637
21 C -0.610 0.389 -0.878
22 N 0.678 0.977 -1.090
23 C 1.157 1.693 0.056
24 C 4.182 -0.221 -0.054
25 H 5.589 -2.118 2.073
26 H 3.767 -2.218 1.861
27 H 4.754 -3.621 1.218
28 H 5.752 -3.344 -1.319
29 H 5.645 -1.898 -3.633
30 H 4.573 0.556 -3.679
31 H 4.292 2.918 -1.532
32 H 2.712 2.285 -2.246
33 H 4.777 3.984 0.230
34 H 2.891 3.914 3.413
35 H 0.382 2.801 3.585
36 H -3.473 0.007 -0.333
37 H -3.397 0.124 1.512
38 H -3.004 -2.295 1.614
39 H -1.371 -1.987 0.834
40 H -0.828 -2.985 -1.094
41 H -1.069 -0.205 -1.732
42 H 3.837 0.171 0.972
43 C 7.260 -7.801 -0.674
44 C 6.852 -6.574 -0.161
45 C 7.785 -5.564 0.053
46 C 9.127 -5.782 -0.243
47 C 9.536 -7.013 -0.748
48 C 8.603 -8.022 -0.965
49 H 6.531 -8.587 -0.847
50 H 5.805 -6.404 0.072
51 H 7.466 -4.606 0.450
52 H 9.854 -4.994 -0.079
53 H 10.583 -7.185 -0.973
54 H 8.922 -8.980 -1.361
55 C -0.751 0.421 5.452
56 C 0.635 0.357 5.345
57 C 1.422 0.336 6.493
58 C 0.824 0.384 7.748
59 C -0.562 0.457 7.855
60 C -1.349 0.474 6.708
61 H -1.364 0.431 4.557
62 H 1.102 0.322 4.366
63 H 2.503 0.283 6.409
64 H 1.437 0.365 8.643
65 H -1.029 0.500 8.834
66 H -2.430 0.529 6.792
67 C 5.590 6.086 -5.680
68 C 5.708 4.795 -5.174
69 C 4.659 4.232 -4.454
70 C 3.493 4.961 -4.235
71 C 3.379 6.255 -4.733
72 C 4.427 6.817 -5.456
73 H 6.405 6.523 -6.247
74 H 6.617 4.228 -5.342
75 H 4.750 3.223 -4.062
76 H 2.674 4.520 -3.676
77 H 2.473 6.825 -4.558
78 H 4.337 7.826 -5.847
79 C 1.408 7.110 -1.053
80 C 1.517 5.820 -0.539
81 C 0.469 5.266 0.183
82 C -0.691 6.012 0.391
83 C -0.795 7.303 -0.114
84 C 0.254 7.852 -0.838
85 H 2.228 7.537 -1.622
86 H 2.420 5.241 -0.701
87 H 0.561 4.266 0.573
88 H -1.515 5.583 0.951
89 H -1.697 7.882 0.057
90 H 0.173 8.859 -1.235
91 C -7.742 0.254 3.030
92 C -6.480 -0.166 2.623
93 C -6.326 -0.838 1.414
94 C -7.435 -1.093 0.614
95 C -8.699 -0.682 1.026
96 C -8.852 -0.006 2.233
97 H -7.861 0.784 3.970
98 H -5.614 0.032 3.248
99 H -5.341 -1.162 1.095
100 H -7.315 -1.615 -0.329
101 H -9.565 -0.886 0.405
102 H -9.837 0.317 2.553
103 C -13.900 0.778 0.406
104 C -14.591 0.092 -0.587
105 C -14.347 -1.261 -0.798
106 C -13.407 -1.928 -0.018
107 C -12.709 -1.240 0.969
108 C -12.956 0.112 1.183
109 H -14.095 1.832 0.575
110 H -15.322 0.613 -1.197
111 H -14.889 -1.796 -1.571
112 H -13.219 -2.984 -0.181
113 H -11.972 -1.759 1.574
114 H -12.413 0.648 1.954
115 C 0.983 -5.656 -2.277
116 C 2.296 -6.058 -2.057
117 C 3.347 -5.323 -2.597
118 C 3.081 -4.191 -3.365
119 C 1.772 -3.799 -3.594
120 C 0.725 -4.527 -3.048
121 H 0.162 -6.220 -1.847
122 H 2.502 -6.941 -1.460
123 H 4.373 -5.630 -2.420
124 H 3.897 -3.615 -3.785
125 H 1.567 -2.920 -4.195
126 H -0.298 -4.211 -3.225

Summary:
Frontier orbital gap (eV): 7.224
Multiplicity: 1
Total charge: 0
Calculated total energy (eV): -73341.2802
HOMO (eV): -8.4
Structure (SMILES): Cc1cccc(Cc2c(O)ccc3nc(CCOC=O)cnc23)c1.c1ccccc1.c1ccccc1.c1ccccc1.c1ccccc1.c1ccccc1.c1ccccc1.c1ccccc1

(3)
Computed, not measured: a structure of composition C61H63BF4Ge2N3OS4Ti in a non-equilibrium geometry, with ωB97M-V with the def2-TZVPD basis set.

Atoms and positions in Å:
1 Ti 0.779 0.682 1.403
2 C 2.278 -4.778 -2.181
3 C 3.268 -3.830 -1.558
4 C 3.626 -2.644 -2.191
5 C 4.516 -1.751 -1.612
6 C 4.848 -0.447 -2.295
7 C 5.071 -2.059 -0.362
8 C 4.758 -3.271 0.277
9 C 5.459 -3.712 1.541
10 C 3.845 -4.125 -0.330
11 C 6.009 -1.104 0.292
12 C 7.340 -1.033 -0.096
13 C 8.216 -0.182 0.559
14 C 7.778 0.583 1.626
15 C 6.450 0.537 2.051
16 C 5.572 -0.287 1.345
17 Ge 3.646 -0.446 1.754
18 S 2.235 -0.524 0.059
19 S 3.276 -1.846 3.482
20 Ge 1.482 -0.596 3.998
21 S -0.080 -1.150 2.545
22 S 2.455 1.313 2.929
23 C 0.946 -0.225 5.867
24 C 0.189 0.893 6.252
25 C -0.133 1.023 7.604
26 C 0.238 0.067 8.532
27 C 0.939 -1.055 8.126
28 C 1.307 -1.212 6.796
29 C 2.110 -2.403 6.384
30 C 1.499 -3.515 5.795
31 C 0.004 -3.601 5.591
32 C 2.298 -4.591 5.403
33 C 3.669 -4.588 5.587
34 C 4.526 -5.738 5.129
35 C 4.255 -3.479 6.197
36 C 3.503 -2.388 6.598
37 C 4.172 -1.184 7.210
38 C -0.351 1.983 5.379
39 C -1.699 1.929 4.991
40 C -2.550 0.703 5.205
41 C -2.294 3.074 4.471
42 C -1.596 4.263 4.315
43 C -2.311 5.499 3.826
44 C -0.249 4.282 4.666
45 C 0.377 3.169 5.219
46 C 1.805 3.263 5.678
47 C 6.075 1.351 3.246
48 C 5.633 2.671 3.087
49 C 5.390 3.240 1.714
50 C 5.438 3.460 4.217
51 C 5.688 2.973 5.494
52 C 5.576 3.855 6.709
53 C 6.098 1.652 5.629
54 C 6.307 0.831 4.528
55 C 6.810 -0.577 4.722
56 H 1.986 -4.447 -3.177
57 H 1.379 -4.849 -1.566
58 H 2.702 -5.781 -2.261
59 H 3.184 -2.402 -3.153
60 H 4.182 -0.273 -3.140
61 H 5.875 -0.447 -2.665
62 H 4.755 0.387 -1.596
63 H 5.711 -2.878 2.194
64 H 6.397 -4.214 1.285
65 H 4.840 -4.414 2.100
66 H 3.588 -5.058 0.165
67 H 7.686 -1.660 -0.910
68 H 9.253 -0.133 0.249
69 H 8.468 1.230 2.157
70 H -0.718 1.884 7.908
71 H -0.027 0.196 9.574
72 H 1.206 -1.828 8.837
73 H -0.506 -2.691 5.903
74 H -0.405 -4.430 6.172
75 H -0.232 -3.790 4.541
76 H 1.823 -5.451 4.939
77 H 3.925 -6.514 4.656
78 H 5.062 -6.181 5.969
79 H 5.273 -5.393 4.409
80 H 5.331 -3.462 6.350
81 H 5.243 -1.357 7.323
82 H 3.757 -0.953 8.192
83 H 4.026 -0.303 6.577
84 H -1.959 -0.204 5.272
85 H -3.261 0.593 4.386
86 H -3.121 0.794 6.135
87 H -3.349 3.038 4.209
88 H -2.604 5.399 2.777
89 H -1.703 6.398 3.935
90 H -3.230 5.639 4.397
91 H 0.319 5.206 4.572
92 H 2.154 4.294 5.629
93 H 2.466 2.655 5.056
94 H 1.905 2.912 6.707
95 H 4.549 2.738 1.224
96 H 6.261 3.107 1.071
97 H 5.172 4.305 1.774
98 H 5.124 4.493 4.089
99 H 5.169 4.833 6.456
100 H 6.561 4.007 7.156
101 H 4.940 3.399 7.469
102 H 6.301 1.263 6.623
103 H 7.254 -0.692 5.711
104 H 7.559 -0.839 3.975
105 H 5.987 -1.292 4.637
106 C 6.640 6.652 -2.607
107 C 5.419 6.964 -1.780
108 C 5.067 6.198 -0.680
109 C 3.950 6.495 0.096
110 C 3.113 7.544 -0.261
111 N 1.923 7.921 0.409
112 C 1.000 7.358 1.258
113 O 0.291 8.077 1.937
114 N 0.775 5.981 1.346
115 C 0.933 4.899 0.490
116 C 1.011 4.984 -0.898
117 C 1.191 3.828 -1.632
118 C 1.258 2.610 -0.988
119 N 1.134 2.515 0.342
120 C 0.972 3.633 1.059
121 C 3.489 8.352 -1.337
122 C 4.622 8.069 -2.075
123 H 6.992 5.637 -2.424
124 H 7.452 7.340 -2.363
125 H 6.426 6.764 -3.670
126 H 5.682 5.346 -0.408
127 H 3.770 5.934 1.000
128 H 1.733 8.907 0.340
129 H 0.233 5.792 2.175
130 H 0.918 5.946 -1.389
131 H 1.270 3.867 -2.709
132 H 1.387 1.686 -1.531
133 H 0.875 3.531 2.131
134 H 2.878 9.210 -1.598
135 H 4.895 8.717 -2.901
136 F -2.817 0.583 0.837
137 B -1.718 1.250 0.453
138 F -1.859 2.398 -0.251
139 F -0.913 1.607 1.715
140 F -0.717 0.384 -0.164

Summary:
Frontier orbital gap (eV): 6.454
Multiplicity: 1
Total charge: +1
Calculated total energy (eV): -261843.4906
HOMO (eV): -10.6
ΔE to the lowest compared entry with this formula, charge and spin (kJ/mol): 2.9